Record 1
{
  "formula": "C2H5NSi",
  "method": "ωB97M-V/def2-TZVPD",
  "total_energy_ha": -423.260023,
  "e_above_lowest_kcal_mol": 0.0,
  "spin_multiplicity": 3,
  "homo_energy_ev": [-7.64, -10.94],
  "e_lumo_ev": [0.6, -2.7],
  "total_charge": 0,
  "orbital_gap_ev": [8.278, 8.277],
  "elements": ["C", "C", "N", "Si", "H", "H", "H", "H", "H"],
  "positions_angstrom": [[-1.8893, 0.2245, -0.2575], [-0.4514, 0.0125, -0.2266], [-2.9934, 0.4754, -0.0365], [0.1021, -0.8867, 1.4406], [-0.0294, -0.4904, -1.0303], [0.0931, 1.0746, -0.3190], [1.9417, -0.3252, -0.8614], [2.7213, -0.4368, -0.8475], [0.5053, 0.3521, 2.1381]],
  "atomic_forces_ev_per_a": [[-0.145, 0.243, 0.468], [0.583, 2.181, 1.096], [0.335, -0.221, -0.444], [-0.213, 1.469, -0.894], [0.065, -1.182, -1.802], [-1.159, -2.158, 0.760], [1.688, -0.211, -0.008], [-1.431, 0.219, -0.066], [0.276, -0.339, 0.891]]
}

---

Record 2
{
  "formula": "C2H5O2",
  "method": "ωB97M-V/def2-TZVPD",
  "total_energy_ha": -229.295899,
  "e_above_lowest_kcal_mol": 30.8,
  "spin_multiplicity": 1,
  "homo_energy_ev": -15.46,
  "e_lumo_ev": -6.3,
  "total_charge": 1,
  "orbital_gap_ev": 9.196,
  "elements": ["C", "C", "O", "O", "H", "H", "H", "H", "H"],
  "positions_angstrom": [[1.9481, -0.1000, 0.0099], [-1.2665, 0.1528, 0.3484], [-1.9565, -0.4063, -0.5103], [0.9096, -0.4326, -0.5504], [2.9017, -0.2680, -0.6624], [1.8765, 0.2169, 1.0715], [-1.2763, 1.2112, 0.4182], [-1.1509, -0.2104, 1.3628], [-1.9858, -0.1636, -1.4877]],
  "atomic_forces_ev_per_a": [[0.093, -1.322, -1.837], [-0.652, 1.373, 1.233], [0.022, -2.294, -1.867], [-0.364, 0.926, 0.924], [-1.261, 0.673, 1.881], [0.808, 0.143, -0.522], [1.234, 1.421, -1.094], [0.154, -1.475, -0.293], [-0.034, 0.554, 1.575]]
}

---

Record 3
{
  "formula": "C2H5O2P",
  "method": "ωB97M-V/def2-TZVPD",
  "total_energy_ha": -570.973452,
  "e_above_lowest_kcal_mol": 38.6,
  "spin_multiplicity": 1,
  "homo_energy_ev": -9.04,
  "e_lumo_ev": 0.8,
  "smiles": "C=CO[PH2]=O",
  "total_charge": 0,
  "orbital_gap_ev": 9.838,
  "elements": ["C", "C", "O", "P", "O", "H", "H", "H", "H", "H"],
  "positions_angstrom": [[0.2081, 1.2626, -0.5266], [-0.9037, 0.7111, -0.2105], [-1.0381, -0.6489, -0.1072], [0.3504, -1.3859, 0.4047], [1.1265, -0.3111, 0.9174], [0.5190, 2.2243, -0.3594], [1.0380, 0.5696, -0.7771], [-1.8848, 1.1144, 0.0311], [0.7233, -2.0250, -0.7781], [-0.2769, -2.4778, 1.2908]],
  "atomic_forces_ev_per_a": [[2.360, -1.071, -1.722], [-3.263, -0.272, 0.376], [0.409, -1.976, -0.181], [-4.683, -2.289, -0.261], [3.780, -0.002, 3.207], [0.005, 2.463, -0.089], [-0.740, 1.307, -0.315], [0.498, 0.660, 0.136], [0.437, -0.329, 0.065], [1.196, 1.509, -1.216]]
}

---

Record 4
{
  "formula": "C2H5O2S",
  "method": "ωB97M-V/def2-TZVPD",
  "total_energy_ha": -627.897114,
  "e_above_lowest_kcal_mol": 27.4,
  "spin_multiplicity": 1,
  "homo_energy_ev": -4.44,
  "e_lumo_ev": 3.9,
  "total_charge": -1,
  "orbital_gap_ev": 8.310,
  "elements": ["C", "S", "H", "H", "H", "O", "C", "O", "H", "H"],
  "positions_angstrom": [[1.1360, 0.2534, -1.2159], [1.7787, -0.9899, -0.0212], [0.0819, 0.0123, -1.6217], [1.1030, 1.2655, -0.7749], [1.7685, 0.0920, -2.0764], [-0.7956, -0.6081, 1.9734], [-1.6453, 0.1693, 1.2754], [-1.3103, 0.8906, 0.2611], [-2.7412, -0.1869, 1.2722], [0.6242, -0.8981, 0.9279]],
  "atomic_forces_ev_per_a": [[-1.691, -0.769, -0.337], [-1.913, 0.414, 0.927], [1.573, 0.279, 1.115], [0.219, -0.582, -0.480], [0.526, 0.666, -0.249], [-2.706, 2.727, -1.519], [3.076, -2.755, -2.511], [-1.183, -0.936, 3.155], [0.852, 0.880, 0.812], [1.247, 0.076, -0.913]]
}

---

Record 5
{
  "formula": "C2H5O2S2",
  "method": "ωB97M-V/def2-TZVPD",
  "total_energy_ha": -1025.955554,
  "e_above_lowest_kcal_mol": 31.2,
  "spin_multiplicity": 2,
  "homo_energy_ev": [-9.27, -9.27],
  "e_lumo_ev": [0.6, -3.6],
  "total_charge": 0,
  "orbital_gap_ev": [9.854, 5.667],
  "elements": ["C", "S", "S", "H", "H", "H", "H", "O", "C", "O", "H"],
  "positions_angstrom": [[-0.6010, 0.5681, -0.3031], [-2.0310, -0.4424, 0.0671], [-3.5178, 0.3913, -1.0107], [-0.6560, 1.6562, -0.3192], [-0.0040, 0.2857, 0.5741], [0.0910, 0.3413, -1.1232], [-3.1882, -0.1400, -2.1929], [1.9341, -1.7978, 0.9510], [2.5635, -0.6625, 1.0604], [3.4729, -0.3124, 1.7340], [1.9364, 0.1126, 0.5625]],
  "atomic_forces_ev_per_a": [[1.689, 0.033, 0.787], [0.238, 0.092, -0.246], [-0.386, 0.241, -0.299], [-0.806, -0.051, 0.314], [0.000, 0.434, 0.049], [-0.820, -0.615, -0.427], [-0.148, -0.081, -0.208], [0.187, 0.210, -0.447], [-1.050, 0.135, 0.848], [1.259, -0.070, 0.307], [-0.163, -0.328, -0.680]]
}

---

Record 6
{
  "formula": "C2H5O2Si",
  "method": "ωB97M-V/def2-TZVPD",
  "total_energy_ha": -519.135898,
  "e_above_lowest_kcal_mol": 47.3,
  "spin_multiplicity": 1,
  "homo_energy_ev": -3.84,
  "e_lumo_ev": 2.2,
  "total_charge": -1,
  "orbital_gap_ev": 6.085,
  "elements": ["C", "C", "O", "O", "Si", "H", "H", "H", "H", "H"],
  "positions_angstrom": [[3.3474, -0.3892, -0.3192], [-0.7404, -0.2042, 0.9855], [2.4510, 0.4347, -0.4128], [4.0976, -0.7364, 0.6143], [-1.6561, -1.4269, -0.0729], [-0.6605, -0.3403, 2.0969], [0.3519, -0.1086, 0.7688], [-0.8121, 0.9204, 0.8637], [3.5362, -0.9077, -1.4190], [-2.3311, -2.2486, 1.0849]],
  "atomic_forces_ev_per_a": [[1.693, -1.568, -1.775], [1.670, 1.729, 1.829], [-1.502, 1.213, 0.545], [-0.434, 0.057, -0.309], [-0.201, 0.009, 0.154], [-0.657, -0.114, -0.805], [-0.117, -0.853, -0.688], [-0.879, -1.025, -0.262], [0.101, 0.266, 1.618], [0.328, 0.284, -0.306]]
}

---

Record 7
{
  "formula": "C2H5O3",
  "method": "ωB97M-V/def2-TZVPD",
  "total_energy_ha": -304.967652,
  "e_above_lowest_kcal_mol": 25.0,
  "spin_multiplicity": 1,
  "homo_energy_ev": -4.35,
  "e_lumo_ev": 4.3,
  "total_charge": -1,
  "orbital_gap_ev": 8.632,
  "elements": ["C", "O", "H", "H", "H", "O", "C", "O", "H", "H"],
  "positions_angstrom": [[-0.7556, -1.6024, -1.6321], [0.5712, -1.1639, -1.4212], [-0.8213, -1.9797, -2.6583], [-0.9903, -2.3160, -0.8294], [-1.4368, -0.7430, -1.7706], [0.7275, 1.9281, 1.6756], [-0.1628, 1.2327, 1.1933], [-0.1655, 0.0779, 0.6818], [-1.2073, 1.6645, 1.3276], [0.5943, -0.7531, -0.4921]],
  "atomic_forces_ev_per_a": [[0.717, 0.931, -0.592], [0.275, 0.051, 0.511], [0.299, -0.957, 0.224], [-0.754, 0.166, -0.530], [-0.151, -0.176, 1.105], [0.791, 0.075, -0.181], [-1.261, -0.364, 0.597], [0.320, 0.433, 0.278], [0.128, -0.074, -0.303], [-0.365, -0.084, -1.109]]
}

---

Record 8
{
  "formula": "C2H5OP",
  "method": "ωB97M-V/def2-TZVPD",
  "total_energy_ha": -495.706137,
  "e_above_lowest_kcal_mol": 46.7,
  "spin_multiplicity": 1,
  "homo_energy_ev": -9.42,
  "e_lumo_ev": 0.9,
  "smiles": "O=[PH]1CC1",
  "total_charge": 0,
  "orbital_gap_ev": 10.357,
  "elements": ["O", "P", "C", "C", "H", "H", "H", "H", "H"],
  "positions_angstrom": [[-1.6935, 1.7966, -0.2665], [-0.5045, 0.6064, -0.6092], [-0.2920, -0.9991, 0.2373], [0.8077, 0.2156, 0.5575], [-0.0274, 0.5386, -1.8842], [0.1174, -1.7985, -0.2804], [-1.1306, -1.2148, 0.8356], [1.0447, 0.7869, 1.4697], [1.6781, 0.0683, -0.0597]],
  "atomic_forces_ev_per_a": [[4.694, -5.141, -1.587], [-4.517, 4.499, 3.274], [0.882, 3.652, -0.092], [-1.238, -0.466, -0.972], [0.275, 0.054, -0.831], [0.667, -1.377, -0.877], [-0.509, -0.123, 1.225], [-0.743, -0.688, -0.305], [0.490, -0.411, 0.164]]
}